Record 1
This record from the Open Molecules 2025 dataset describes C4H7NO2 in the gas phase. The level of theory is ωB97M-V with the def2-TZVPD basis set.

Properties
Lowest unoccupied orbital energy (spin up / spin down) (eV): 0.1 / 0.1
Total charge: 0
Strongest force on any atom (eV/A): 0.61
HOMO energy (spin up / spin down) (eV): -6.91 / -6.91
Energy above the lowest of the compared OMol25 structures with the same formula, charge and spin (kcal/mol): 126.23
2S+1: 1

Last column: natural (NBO) charge in e.
CARTESIAN COORDINATES (ANGSTROEM)
O (2.248, 0.062, -1.258)  -0.743
C (1.177, -0.482, -0.528)  -0.143
C (0.777, 0.325, 0.714)  -0.252
N (-0.582, -0.254, 0.425)  -0.498
C (-0.246, -0.146, -1.045)  -0.243
C (-1.812, 0.192, 1.026)  0.551
O (-2.878, 0.009, 0.514)  -0.477
H (2.685, -0.697, -1.657)  0.479
H (-0.293, -1.267, 0.516)  0.440
H (1.153, 0.079, 1.712)  0.197
H (0.686, 1.423, 0.593)  0.170
H (-0.825, -0.840, -1.659)  0.205
H (-0.437, 0.900, -1.348)  0.175
H (-1.653, 0.696, 1.995)  0.139

***

Record 2
This record from the Open Molecules 2025 dataset describes a molecular structure, C38H31BCl2N8O6RuS in a non-equilibrium geometry. The level of theory is ωB97M-V with the def2-TZVPD basis set.

Properties
Lowest unoccupied orbital energy (spin up / spin down) (eV): 1.1 / 0.4
Total charge: -1
Strongest force on any atom (eV/A): 5.85
HOMO energy (spin up / spin down) (eV): -1.83 / -5.17
Energy above the lowest of the compared OMol25 structures with the same formula, charge and spin (kcal/mol): 79.31
2S+1: 6
<S²>: 8.82

Last column: Löwdin spin population.
CARTESIAN COORDINATES (ANGSTROEM)
Ru (-0.763, -0.424, 0.789)  1.262
Cl (-7.175, 1.529, 2.519)  0.004
C (-5.569, 1.555, 1.805)  0.045
C (-4.676, 0.687, 2.337)  0.067
C (-3.384, 0.567, 1.774)  0.096
N (-2.423, -0.338, 2.056)  0.268
C (-2.502, -1.204, 3.074)  0.140
O (-3.450, -1.372, 3.891)  0.247
C (-1.412, -2.213, 3.135)  0.177
C (-1.342, -3.264, 4.047)  0.037
C (-0.121, -3.976, 4.107)  0.112
C (0.860, -3.781, 3.108)  0.140
C (0.592, -2.857, 2.106)  0.024
N (-0.469, -2.032, 2.188)  0.171
C (-3.001, 1.485, 0.722)  0.137
C (-3.955, 2.369, 0.190)  0.006
C (-5.285, 2.302, 0.622)  0.125
Cl (-6.509, 3.230, -0.137)  0.037
N (-1.730, 1.380, 0.327)  0.245
C (-0.916, 2.527, 0.512)  0.099
O (-0.998, 3.543, -0.146)  0.113
C (0.163, 2.282, 1.584)  0.214
C (0.684, 3.313, 2.381)  0.014
C (1.491, 3.049, 3.454)  0.183
C (1.875, 1.653, 3.674)  0.108
C (1.339, 0.677, 2.860)  0.050
N (0.338, 0.939, 1.935)  0.271
H (-4.939, 0.089, 3.200)  0.002
H (-2.177, -3.262, 4.801)  0.000
H (0.047, -4.647, 4.920)  0.007
H (1.808, -4.167, 3.247)  0.012
H (1.088, -2.728, 1.134)  0.002
H (-3.605, 3.178, -0.512)  -0.001
H (0.530, 4.323, 1.984)  -0.003
H (1.798, 3.828, 4.163)  0.012
H (2.547, 1.370, 4.494)  0.005
H (1.632, -0.379, 2.903)  0.001
N (-5.024, -2.399, -6.396)  0.000
C (-4.692, -2.288, -5.098)  0.000
C (-4.865, -3.456, -4.250)  0.000
C (-4.413, -3.410, -2.949)  0.000
C (-3.749, -2.217, -2.463)  0.000
C (-3.553, -1.155, -3.303)  0.001
C (-3.981, -1.177, -4.629)  0.000
S (-3.317, -2.106, -0.760)  0.004
O (-3.072, -3.478, -0.336)  0.006
O (-4.086, -1.103, -0.043)  0.005
N (-1.705, -1.394, -0.858)  0.026
C (-0.818, -2.111, -1.722)  0.011
N (-1.189, -2.950, -2.681)  0.000
C (-0.233, -3.674, -3.325)  0.003
C (1.134, -3.311, -3.239)  0.003
C (1.503, -2.448, -2.236)  0.009
N (0.509, -1.905, -1.396)  0.038
H (-5.583, -3.207, -6.788)  0.000
H (-5.358, -1.538, -6.811)  0.000
H (-5.211, -4.329, -4.666)  0.000
H (-4.358, -4.315, -2.295)  0.000
H (-3.030, -0.298, -2.805)  0.000
H (-3.784, -0.355, -5.306)  0.000
H (-0.654, -4.268, -4.091)  0.000
H (1.942, -3.585, -3.890)  0.000
H (2.484, -2.114, -1.945)  0.001
C (5.719, 2.131, 1.909)  0.001
C (5.661, 2.788, 0.505)  0.001
C (6.838, 2.291, -0.322)  0.001
C (5.876, 4.294, 0.613)  0.000
C (4.426, 2.277, -0.274)  0.013
C (3.613, 3.048, -1.044)  0.013
C (2.512, 2.556, -1.754)  0.014
C (2.147, 1.241, -1.406)  0.010
O (0.908, 0.643, -1.555)  0.103
B (0.860, -0.585, -0.666)  0.211
O (2.272, -0.709, -0.248)  0.077
C (2.922, 0.453, -0.546)  0.007
C (4.178, 0.925, -0.153)  0.007
H (6.498, 2.629, 2.596)  0.000
H (5.892, 1.053, 1.757)  0.000
H (4.756, 2.160, 2.429)  0.001
H (7.820, 2.606, 0.150)  0.000
H (6.751, 2.850, -1.273)  0.000
H (6.843, 1.189, -0.581)  0.000
H (6.835, 4.526, 1.064)  0.000
H (5.122, 4.696, 1.297)  0.000
H (5.711, 4.804, -0.360)  0.000
H (3.780, 4.082, -1.066)  0.000
H (1.987, 3.097, -2.561)  0.000
H (4.787, 0.311, 0.521)  0.000

***

Record 3
This record from the Open Molecules 2025 dataset describes a molecular structure, C2H4BrI in a non-equilibrium geometry. The level of theory is ωB97M-V with the def2-TZVPD basis set.

Properties
Lowest unoccupied orbital energy (eV): 0.2
Total charge: 0
Strongest force on any atom (eV/A): 4.82
HOMO energy (eV): -9.54
Energy above the lowest of the compared OMol25 structures with the same formula, charge and spin (kcal/mol): 19.19
2S+1: 1

Last column: natural (NBO) charge in e.
CARTESIAN COORDINATES (ANGSTROEM)
C (0.149, -0.011, -0.320)  -0.648
C (-1.156, -0.498, 0.370)  -0.427
Br (-1.528, -2.293, -0.025)  0.095
I (-2.885, 0.788, -0.008)  0.083
H (0.190, -0.506, -1.372)  0.224
H (0.369, 1.100, -0.398)  0.234
H (0.921, -0.218, 0.283)  0.215
H (-1.012, -0.265, 1.435)  0.224

***

Question: 2S+1 of number 2 (C38H31BCl2N8O6RuS)?
Answer: 6

***

Question: Among the records above, which one has the lowest energy above the lowest of the compared OMol25 structures with the same formula, charge and spin?
Answer: C2H4BrI

***

Question: Which formula does entry 1 have?
Answer: C4H7NO2

***

Question: strongest force on any atom of number 3 (C2H4BrI)?
Answer: 4.82 eV/A